Run i
A molecular structure, C4H10NOP, computed with wB97M-V/def2-TZVPD.

The geometry in XYZ format:
```
17
Properties=species:S:1:pos:R:3
P 2.46398 0.90475 0.76008
O 0.02173 -1.83686 -0.88073
N -1.48465 0.20090 0.54223
C -2.79471 0.59678 0.21248
C 1.23334 -1.11501 -0.71872
C -0.52194 0.83049 0.23763
C 1.10363 -0.31051 0.57782
H 1.41463 -0.57885 -1.59297
H -2.94667 0.33451 -0.84458
H 1.97909 -1.91418 -0.67700
H 0.66441 -0.81616 1.43325
H -0.38856 -1.73064 0.04721
H -3.58635 0.22336 0.88527
H -0.32441 1.84862 -0.23739
H 3.69518 0.15009 0.41959
H 2.27365 1.47411 -0.43514
H -2.80236 1.73863 0.27097
```

As for the charge: 0. Its gap between HOMO and LUMO is 9.8 eV.

=====

Run ii
A molecular structure, C4H10NOP, computed with wB97M-V/def2-TZVPD.

The geometry in XYZ format:
```
17
Properties=species:S:1:pos:R:3
P 1.73947 -0.24306 1.22949
O 0.90605 0.66034 -1.64187
N -0.87292 0.62610 -0.20416
C 0.46261 0.56530 -0.52590
C -1.47745 0.21358 0.99732
C -1.73211 1.23675 -1.19993
C 2.18554 -1.82334 0.36049
H 1.29835 -2.29853 -0.20559
H -0.73032 0.28592 1.71002
H -2.58772 1.89366 -0.66997
H -2.29260 0.43681 -1.92581
H 2.57721 -2.57209 1.17269
H 3.04834 -1.62318 -0.41890
H 2.92724 0.62506 0.89970
H -1.29244 1.86437 -1.88320
H -2.21353 0.85405 1.47744
H -1.94572 -0.70174 0.82817
```

As for the charge: 0. Its gap between HOMO and LUMO is 9.3 eV.

=====

What should be chosen as the least stable of them? Choose run i.

=====

Run i
C2H5N5O in the gas phase, computed with wB97M-V/def2-TZVPD.

The geometry in XYZ format:
```
13
Properties=species:S:1:pos:R:3
O -2.03907 0.28939 -0.53505
N -1.14491 -0.26450 0.46708
N 2.26239 0.15355 -0.19768
N 0.07941 1.90020 -0.08859
N 0.08999 0.58935 0.49402
N 0.64465 -1.59223 -0.09508
C -0.62145 -1.48102 0.09399
C 1.10873 -0.23553 0.00449
H 3.01299 -0.42448 -0.48561
H 0.98809 2.00976 -0.40688
H 0.04666 2.43630 0.72822
H -1.39944 -2.27161 -0.07488
H -2.78012 0.72954 -0.12955
```

As for the charge: 0. Its SMILES is [H]/N=c1\ncn(O)n1N. Its gap between HOMO and LUMO is 9.2 eV.

=====

Run ii
A molecular structure, C2H5N5O, computed with wB97M-V/def2-TZVPD.

The geometry in XYZ format:
```
13
Properties=species:S:1:pos:R:3
O 0.30921 2.15512 0.09809
N 2.03209 -0.96148 0.28862
N -2.67175 0.09533 -0.00817
N 0.68153 -1.36565 -0.03345
N 1.84421 0.53977 -0.01025
N -1.45749 -0.80212 0.08526
C -0.11426 -0.34021 -0.04192
C 0.68737 0.99245 0.05222
H 2.54630 -1.32119 -0.48345
H 2.89366 1.03668 -0.24546
H -1.41706 -1.81172 0.00347
H -2.96116 0.64294 1.01741
H -2.37266 1.14007 -0.72238
```

As for the charge: 0. Its gap between HOMO and LUMO is 9.2 eV.

=====

Run iii
C2H5N5O in the gas phase, computed with wB97M-V/def2-TZVPD.

The geometry in XYZ format:
```
13
Properties=species:S:1:pos:R:3
O -0.73812 0.38645 -1.21360
N 0.04699 1.61440 0.74836
N 0.90285 1.59118 1.84570
N 0.82156 -1.66800 -0.37490
N -1.31817 -0.94196 -1.24322
N 0.74240 -0.47231 0.34214
C -0.25153 -1.89882 -1.10466
C -0.07891 0.50875 -0.04767
H -0.45901 2.47947 0.66094
H -0.41078 -2.88428 -1.44888
H 0.56996 1.01941 2.59437
H 1.76471 1.23084 1.49583
H -1.59195 -0.96514 -2.25442
```

As for the charge: 0. Its SMILES is NNC1=NN=CNO1. Its gap between HOMO and LUMO is 9.0 eV.

=====

What should be chosen as the least stable of them? Choose run ii.

=====

Run i
2 unconnected molecules or ions with the total composition CH4NO2S, computed with wB97M-V/def2-TZVPD.

The geometry in XYZ format:
```
9
Properties=species:S:1:pos:R:3
S 1.06602 -0.01708 0.02659
O 1.55686 -0.78273 -1.13094
O 1.59402 -0.65158 1.29612
N 1.26436 1.54786 0.10344
C -1.34872 -0.52702 0.09789
H -1.65532 -0.00986 -0.89945
H -1.82875 0.05659 0.93355
H -1.57508 -1.63989 0.24508
H 0.92660 2.02371 -0.67229
```

As for the charge: -1. Its gap between HOMO and LUMO is 8.2 eV.

=====

Run ii
A gas-phase ion, CH4NO2S (charge -1), computed with wB97M-V/def2-TZVPD.

The geometry in XYZ format:
```
9
Properties=species:S:1:pos:R:3
S 1.66904 0.13184 -0.02713
O 2.21587 1.16881 -0.89936
O 1.86758 0.18711 1.45189
N 1.84704 -1.28728 -0.62576
C -0.41439 0.49936 0.04726
H 1.13977 -1.75594 -0.09106
H -0.51355 0.07399 1.06954
H -0.62983 1.57989 -0.10946
H -0.98443 -0.08265 -0.68977
```

As for the charge: -1. Its SMILES is C[S@](=N)(=O)[O-]. Its gap between HOMO and LUMO is 8.3 eV.

=====

What should be chosen as the least stable of them? Choose run i.

=====

Run i
2 unconnected molecules or ions with the total composition C2H10N2, computed with wB97M-V/def2-TZVPD.

The geometry in XYZ format:
```
14
Properties=species:S:1:pos:R:3
N 1.67633 0.75656 -0.40650
N -1.81195 0.67989 0.28041
C -1.92576 -0.59744 -0.27065
C 2.21341 -0.48684 0.22546
H -1.46005 -1.22256 0.46372
H 2.28710 1.57177 -0.25904
H -1.36592 -0.64236 -1.19758
H 0.74516 0.97550 -0.01908
H -2.53454 0.89253 1.02699
H -1.96380 1.40687 -0.34644
H -2.97327 -0.90042 -0.50955
H 2.63041 -0.31540 1.28597
H 3.02735 -0.86537 -0.47116
H 1.45551 -1.25272 0.19746
```

As for the charge: 0. Its SMILES is CN.CN. Its gap between HOMO and LUMO is 10.0 eV.

=====

Run ii
2 unconnected molecules or ions with the total composition C2H10N2, computed with wB97M-V/def2-TZVPD.

The geometry in XYZ format:
```
14
Properties=species:S:1:pos:R:3
N -0.36009 -0.12556 0.51097
N 1.97015 1.20223 -2.69633
C 0.07392 -0.71916 1.77340
C -1.80318 -0.05968 0.45898
H -2.38496 -0.78257 1.05395
H -0.09680 0.01452 2.55913
H 2.36289 0.59178 -3.40003
H 1.33235 0.63682 -2.15933
H -0.04146 -0.76436 -0.21820
H -2.12430 0.87024 0.96009
H 1.15614 -0.85316 1.77417
H -2.23508 -0.01412 -0.54045
H 2.66115 1.61456 -2.09063
H -0.51072 -1.61155 2.01425
```

As for the charge: 0. Its SMILES is CNC.N. Its gap between HOMO and LUMO is 10.1 eV.

=====

Run iii
2 unconnected molecules or ions with the total composition C2H10N2, computed with wB97M-V/def2-TZVPD.

The geometry in XYZ format:
```
14
Properties=species:S:1:pos:R:3
N 1.64104 -0.76795 0.25421
N -1.53666 -0.78718 -0.51257
C -1.92642 0.49621 0.22405
C 1.70899 0.61321 -0.38642
H 1.96679 -1.51718 -0.28583
H -0.53581 -0.96162 -0.18528
H 1.56699 1.30125 0.49112
H -2.03342 0.32630 1.28768
H 0.80701 0.63204 -0.98697
H -2.19060 -1.50792 -0.06581
H -1.43630 1.37857 0.02551
H 2.76306 0.83051 -0.80232
H -2.90264 0.62030 -0.27523
H 2.10797 -0.65653 1.21786
```

As for the charge: 0. Its SMILES is CN.CN. Its gap between HOMO and LUMO is 10.1 eV.

=====

Run iv
2 unconnected molecules or ions with the total composition C2H10N2, computed with wB97M-V/def2-TZVPD.

The geometry in XYZ format:
```
14
Properties=species:S:1:pos:R:3
N -3.50785 -1.37493 0.68124
N 1.17516 -0.03211 0.34831
C 0.96696 -0.27776 -1.12382
C 2.00017 1.25375 0.47234
H -4.12834 -0.92478 1.30497
H 3.07090 0.91804 0.52640
H 0.31778 0.42291 -1.60479
H 0.48884 -1.18968 -1.24662
H -3.79181 -0.93591 -0.27528
H 0.16755 -0.12219 0.54829
H 2.07906 1.91955 -0.32815
H 1.80907 1.80222 1.38806
H -2.49860 -1.18830 0.94633
H 1.85110 -0.27081 -1.63729
```

As for the charge: 0. Its SMILES is CNC.N. Its gap between HOMO and LUMO is 9.9 eV.

=====

What should be chosen as the least stable of them? Choose run iv.